Record 1
DFT (ωB97M-V/def2-TZVPD) results for a molecular structure, C25H20Br2N4O2STa.

Structure (XYZ):
```
55
C25H20Br2N4O2STa (ωB97M-V/def2-TZVPD)
Ta 0.56744 0.03348 0.22661
C 1.32826 0.74264 4.68865
C 1.17433 0.82865 3.21377
N 1.33699 -0.12938 2.36745
N 1.73492 -1.37898 2.77788
C 2.30893 -2.17925 1.86208
N 2.82695 -3.32596 2.22776
S 2.37260 -1.67952 0.21343
C 0.87546 2.12514 2.56552
C 0.82016 3.30357 3.27258
C 0.67094 4.50587 2.57685
C 0.59990 4.46969 1.19975
C 0.64401 3.24198 0.55503
N 0.76555 2.08019 1.20863
H 2.24626 1.25462 4.99115
H 1.35482 -0.26878 5.08379
H 0.49357 1.25365 5.16988
H 1.75319 -1.59162 3.76696
H 2.87096 -3.63504 3.19041
H 3.22642 -3.94189 1.53155
H 0.90935 3.30667 4.34913
H 0.62786 5.44477 3.11315
H 0.50546 5.37253 0.61295
H 0.58397 3.18434 -0.52269
Br -1.75661 1.35647 -0.70238
C -1.12193 1.36434 -2.52397
C -1.97347 1.63647 -3.55585
C -1.44105 1.69341 -4.85709
C -0.09873 1.51731 -5.07106
C 0.77388 1.26064 -3.99033
C 2.17972 1.16574 -4.15712
C 3.02568 1.00858 -3.08510
C 2.49621 0.88052 -1.79601
C 1.11064 0.87512 -1.56832
C 0.25247 1.14486 -2.68192
H -3.02761 1.81435 -3.38994
H -2.10530 1.89955 -5.68480
H 0.30692 1.58952 -6.07196
H 2.58920 1.25471 -5.15639
H 4.09615 0.98165 -3.23320
H 3.20139 0.76951 -0.97631
Br -3.78622 -5.18840 -2.90938
C -3.50606 -4.24801 -1.30838
C -4.33132 -4.48232 -0.20791
C -4.14289 -3.79725 0.98859
C -3.12916 -2.86904 1.10058
C -2.29996 -2.63631 -0.00760
C -2.48523 -3.32552 -1.21698
C -1.25151 -1.67671 0.07425
O -0.45870 -1.37150 -0.89199
O -0.97571 -0.97257 1.14644
H -5.12963 -5.20822 -0.29227
H -4.79835 -3.99691 1.82445
H -2.97562 -2.32121 2.01994
H -1.83551 -3.13614 -2.06027
```

Output
Calculated total energy, eV: -188753.7049
HOMO level, eV: -15.9
Energy above the lowest of the compared OMol25 structures with the same formula, charge and spin, kcal per mole: 0.0
Gap between HOMO and LUMO, eV: 5.17
LUMO, eV: -10.7645
Charge: +3

---

Record 2
DFT (ωB97M-V/def2-TZVPD) results for a gas-phase ion, H3N2O (charge -1) in a non-equilibrium geometry.

Structure (XYZ):
```
6
H3N2O (ωB97M-V/def2-TZVPD)
N 0.68623 0.08673 0.35344
N -0.79364 -0.03611 0.28082
O -1.10152 -0.63706 -0.94479
H 1.02514 0.40319 -0.60578
H 1.33242 -0.75353 0.63636
H -1.14862 0.93678 0.27995
```

Output
Calculated total energy, eV: -5073.2144
HOMO level, eV: -1.2
Energy above the lowest of the compared OMol25 structures with the same formula, charge and spin, kcal per mole: 48.0
Gap between HOMO and LUMO, eV: 6.83
LUMO, eV: 5.6520
Charge: -1